C29H72N2O27PS9 | ωB97M-V/def2-TZVPD

max |F|: 0.27282 Eh/bohr
net charge: +1
energy: -7213.81690 hartree

Each line ends with the Mulliken charge.
Geometry (Å):
C 0.21287 -1.04517 4.94735  -1.675
C 0.07000 -1.42773 3.52731  0.983
C 0.00453 -0.45099 2.52099  -0.420
N -0.08760 -0.66886 1.24147  -0.550
N -0.11854 -1.94784 0.86641  0.743
P -0.15421 -2.19187 -0.89113  0.552
O 1.22249 -2.25399 -1.35206  -0.681
O -1.01578 -1.04978 -1.47403  -0.346
O -0.95555 -3.50667 -1.11825  -0.251
C -0.10446 -2.95029 1.73691  0.183
C -0.00704 -2.74624 3.10346  -0.436
S 0.03417 -4.09903 4.22212  -0.163
H 0.07716 0.02234 5.09840  0.400
H 1.23795 -1.28465 5.24933  0.371
H -0.43277 -1.63189 5.59217  0.444
H 0.03058 0.59085 2.81417  0.406
H -0.52254 -0.20437 -1.38494  0.393
H -0.35942 -4.15045 -1.53980  0.330
H -0.14834 -3.95688 1.34145  0.644
H -1.13325 -3.86820 4.84909  0.167
O 0.24313 1.89542 -1.76411  -0.815
S 0.59416 3.20554 -1.28147  1.256
O -0.10370 3.75593 -0.15975  -0.807
O 0.55194 4.21259 -2.48859  -0.197
C -0.66381 4.30345 -3.28327  -0.440
C -1.75850 5.07014 -2.57523  -0.831
C 2.32240 3.29567 -0.99251  -1.002
H -0.98557 3.30062 -3.56650  0.357
H -0.36992 4.82295 -4.19208  0.318
H -2.11353 4.53530 -1.69454  0.202
H -2.60365 5.21750 -3.24734  0.428
H -1.38769 6.04065 -2.24886  0.171
H 2.84826 2.90084 -1.85750  0.455
H 2.54294 2.69832 -0.11073  0.453
H 2.59198 4.33096 -0.81151  0.139
O 2.06868 8.88843 -4.09708  -0.675
S 1.75798 8.22454 -2.87000  1.189
O 0.42175 7.77858 -2.60912  -0.555
O 2.25834 9.11633 -1.65952  -0.250
C 1.80633 10.49091 -1.60198  -0.410
C 0.36793 10.61630 -1.14495  -0.952
C 2.86887 6.88268 -2.62760  -0.887
H 1.96182 10.96343 -2.57250  0.355
H 2.47267 10.97494 -0.89153  0.261
H -0.32029 10.19601 -1.87656  0.277
H 0.11687 11.66755 -1.00417  0.390
H 0.21633 10.08479 -0.20548  0.260
H 3.88450 7.22883 -2.79794  0.423
H 2.60023 6.11311 -3.34834  0.355
H 2.74672 6.51127 -1.61397  0.179
O -3.07328 -8.14480 0.76787  -0.648
S -3.12537 -7.93440 -0.64712  1.210
O -2.05223 -7.24967 -1.30491  -0.625
O -4.49697 -7.20883 -0.99620  -0.173
C -4.79063 -5.99329 -0.27825  -0.671
C -3.96801 -4.82914 -0.78036  -0.832
C -3.44713 -9.44812 -1.47645  -0.867
H -4.63741 -6.15914 0.78629  0.474
H -5.85216 -5.80756 -0.43269  0.333
H -2.91302 -4.98577 -0.57227  0.138
H -4.28202 -3.90492 -0.29292  0.480
H -4.07522 -4.71450 -1.85910  0.285
H -4.27972 -9.94638 -0.98784  0.328
H -2.54391 -10.04975 -1.40141  0.389
H -3.67181 -9.23471 -2.51822  0.223
O 6.96356 4.98776 -1.49071  -0.676
S 6.44890 4.06121 -0.53230  1.270
O 5.17483 4.29304 0.08942  -0.606
O 7.53820 3.81578 0.59164  -0.213
C 8.08209 4.97563 1.26779  -0.425
C 7.12354 5.56975 2.27862  -0.951
C 6.46535 2.44144 -1.21154  -0.881
H 8.39214 5.71310 0.52674  0.369
H 8.97965 4.61456 1.76498  0.255
H 6.24794 5.99784 1.79306  0.262
H 7.62304 6.35933 2.83972  0.394
H 6.77551 4.80490 2.97306  0.257
H 7.44020 2.25279 -1.65383  0.286
H 5.68803 2.40256 -1.97233  0.376
H 6.25264 1.72668 -0.42088  0.313
O -4.79487 -4.35403 6.49603  -0.690
S -4.81573 -4.31561 5.06809  1.132
O -3.68095 -3.77091 4.37265  -0.426
O -6.11309 -3.55921 4.58081  -0.256
C -6.34959 -2.22575 5.09491  -0.584
C -5.44799 -1.21022 4.42299  -0.714
C -5.21652 -5.89927 4.42532  -0.875
H -6.23716 -2.22213 6.17961  0.350
H -7.39309 -2.01353 4.87503  0.295
H -4.40324 -1.37376 4.68396  0.235
H -5.72222 -0.20168 4.73034  0.370
H -5.53015 -1.28205 3.33910  0.258
H -6.09027 -6.27693 4.94863  0.371
H -4.35846 -6.54626 4.59832  0.395
H -5.40752 -5.80364 3.36281  0.178
O 9.44182 0.97795 -1.60498  -0.549
S 10.70549 0.42522 -1.21126  1.126
O 11.91616 0.99075 -1.71181  -0.605
O 10.68572 -1.13356 -1.49354  -0.286
C 10.34964 -1.57526 -2.83144  -0.311
C 11.48315 -1.37632 -3.81556  -0.986
C 10.79280 0.33433 0.54241  -0.947
H 9.43945 -1.07206 -3.16054  0.289
H 10.12016 -2.63348 -2.72730  0.277
H 11.68406 -0.31954 -3.98370  0.299
H 11.22469 -1.83152 -4.77162  0.386
H 12.39989 -1.83071 -3.44098  0.271
H 9.87931 -0.11649 0.91968  0.310
H 10.89557 1.35395 0.90726  0.351
H 11.66419 -0.25382 0.81666  0.352
O -3.55447 1.33129 3.15092  -0.613
S -3.33364 2.64846 3.67346  1.213
O -4.08333 3.75552 3.17878  -0.631
O -1.77797 2.96801 3.56410  -0.341
C -1.16589 2.84008 2.25866  -0.474
C -1.47464 3.98897 1.32590  -1.591
C -3.43569 2.61842 5.42858  -0.974
H -1.45904 1.88468 1.81670  0.319
H -0.09394 2.80452 2.45406  0.372
H -2.52857 4.01442 1.05407  0.461
H -0.88784 3.88347 0.41290  1.158
H -1.23284 4.93956 1.80092  0.281
H -2.84278 1.78985 5.80570  0.263
H -4.48502 2.48368 5.68201  0.390
H -3.07497 3.56787 5.81459  0.368
O -9.38176 -7.91267 -3.41530  -0.645
S -9.04929 -6.81132 -4.26547  1.220
O -9.07977 -6.96382 -5.68497  -0.607
O -7.62178 -6.25455 -3.82882  -0.245
C -6.53377 -7.20236 -3.77348  0.107
C -6.01551 -7.57544 -5.14856  -1.162
C -9.99185 -5.39762 -3.81475  -0.932
H -6.84379 -8.08486 -3.21096  0.372
H -5.74763 -6.71088 -3.20439  -0.162
H -6.75856 -8.13237 -5.71649  0.363
H -5.12338 -8.19616 -5.05346  0.359
H -5.76790 -6.68126 -5.72015  0.305
H -9.94297 -5.26911 -2.73728  0.311
H -11.01523 -5.58700 -4.13071  0.376
H -9.59156 -4.53113 -4.33397  0.314


C29H73BCl2F4N4O4VZn | ωB97M-V/def2-TZVPD

multiplicity: 2
max |F|: 0.13317 Eh/bohr
net charge: 0
energy: -5736.72849 hartree

Each line ends with the Löwdin spin population.
Geometry (Å):
Zn 0.20066 1.30154 1.35402  0.000
O 1.01626 5.45944 1.57787  0.000
V 1.64348 3.95827 1.86642  0.000
C 6.29482 1.41401 -8.43804  0.823
O 2.03091 2.36449 0.61302  0.000
H 5.67123 0.80889 -9.07150  0.061
H 6.23907 1.40573 -7.33890  0.057
H 7.07836 2.03462 -8.85000  0.060
C -1.15724 3.11423 3.16408  0.000
O 0.02426 2.67358 2.35237  0.000
H -1.90004 2.31763 3.22900  0.000
H -0.84233 3.46663 4.13817  0.000
H -1.47559 4.01348 2.61797  0.000
C 4.46889 3.89387 3.23615  0.000
O 3.02364 3.92341 3.31326  0.000
H 4.88672 2.86827 3.13871  0.000
H 4.78029 4.35096 2.21275  0.000
H 5.00019 4.35921 4.08352  0.000
B -1.96362 0.54506 -0.00503  0.000
F -1.79821 0.61062 1.48238  0.000
F -3.07696 1.19922 -0.37434  0.000
F -0.82560 1.19666 -0.49888  0.000
F -1.93487 -0.69325 -0.38644  0.000
C -0.33739 5.26532 -1.91711  0.000
C -1.04083 3.87254 -1.99646  0.000
N -1.34018 3.47398 -3.35826  0.000
C -0.10314 3.09663 -4.01337  0.000
C -0.24663 2.97232 -5.51004  0.000
C -2.34950 2.37855 -3.45899  0.000
C -3.72675 2.82568 -3.02788  0.000
H -0.79503 6.03765 -2.57752  0.000
H 0.69371 5.15931 -2.27129  0.000
H -0.38134 5.68084 -0.91436  0.000
H -0.37908 3.16891 -1.49288  0.000
H -1.92984 3.94424 -1.39046  0.000
H 0.70420 3.82886 -3.80687  0.000
H 0.29893 2.18851 -3.55310  0.000
H -0.84832 3.81435 -5.89924  0.000
H 0.76652 2.94780 -5.95076  0.000
H -0.81663 2.06441 -5.71492  0.000
H -2.00655 1.49705 -2.83054  0.000
H -2.45046 2.16031 -4.50306  0.000
H -4.13532 3.58530 -3.71892  0.000
H -3.87062 3.08127 -1.93968  0.000
H -4.41754 2.02282 -3.12570  0.000
C -0.27090 -1.95819 1.57158  0.000
C 0.91670 -1.28936 0.88823  0.000
N 1.63988 -0.24160 1.68473  0.000
C 1.50458 -0.19824 3.18150  0.000
C 2.28564 0.98835 3.72766  0.000
C 3.16135 -0.04368 1.32315  0.000
C 3.60047 -0.29088 -0.11667  0.000
H -0.13813 -2.22694 2.59493  0.000
H -0.55164 -2.88356 1.02107  0.000
H -1.10386 -1.27948 1.49923  0.000
H 1.65434 -2.03001 0.57485  0.000
H 0.57501 -0.83741 -0.07980  0.000
H 0.44756 -0.00270 3.43451  0.000
H 1.77012 -1.14100 3.68985  0.000
H 1.99898 1.10134 4.74943  0.000
H 3.34778 0.88896 3.71464  0.000
H 2.06112 1.89996 3.11738  0.000
H 3.60516 -0.75198 1.99667  0.000
H 3.45128 0.97745 1.57608  0.000
H 2.93478 0.29070 -0.79942  0.000
H 3.72831 -1.29524 -0.43472  0.000
H 4.65891 0.07404 -0.23347  0.000
C -2.94916 -1.29270 3.89542  0.000
C -2.98717 -2.73895 4.38789  0.000
N -2.47046 -3.73045 3.49705  0.000
C -2.18014 -4.93247 4.26360  0.000
C -0.97425 -4.96166 5.20938  0.000
C -3.37955 -3.96652 2.43861  0.000
C -2.81164 -4.89961 1.33199  0.000
H -1.95251 -0.95888 3.62615  0.000
H -3.33808 -0.59414 4.64479  0.000
H -3.59431 -1.07651 3.01924  0.000
H -2.45311 -2.82665 5.30870  0.000
H -4.04175 -3.00713 4.61785  0.000
H -3.08537 -5.18636 4.87223  0.000
H -2.01930 -5.75242 3.62058  0.000
H -0.08762 -4.74470 4.61236  0.000
H -0.95210 -4.17576 6.04611  0.000
H -0.78857 -5.94185 5.58444  0.000
H -3.62675 -2.99113 2.02221  0.000
H -4.35502 -4.43564 2.75808  0.000
H -2.86663 -5.95373 1.61666  0.000
H -1.79881 -4.66135 0.96757  0.000
H -3.49089 -4.76828 0.54315  0.000
C 2.86966 -4.42326 -1.03161  0.000
C 2.03314 -4.07637 -2.22892  0.000
N 1.86748 -2.67204 -2.47381  0.000
C 0.71369 -2.32099 -3.31770  0.000
C 0.43454 -0.83977 -3.44692  0.000
C 3.12723 -2.00263 -2.90224  0.000
C 3.49180 -2.41284 -4.33554  0.000
H 2.77483 -5.45767 -0.70221  0.000
H 2.51687 -3.69532 -0.28033  0.000
H 3.93557 -4.29381 -1.06646  0.000
H 2.36983 -4.64408 -3.10456  0.000
H 1.03886 -4.54741 -1.99078  0.000
H 0.84610 -2.75757 -4.33472  0.000
H -0.17374 -2.78907 -2.86871  0.000
H -0.50560 -0.67124 -3.94225  0.000
H 0.30619 -0.36781 -2.43781  0.000
H 1.16063 -0.37787 -4.05342  0.000
H 3.92614 -2.31007 -2.21619  0.000
H 2.98825 -0.92797 -2.79095  0.000
H 3.76426 -3.44901 -4.30754  0.000
H 4.34358 -1.87062 -4.79405  0.000
H 2.64196 -2.30583 -4.96857  0.000
Cl -7.13759 2.35235 2.27830  0.000
C -5.36283 2.03827 2.03899  0.000
C -4.49991 3.22284 1.71065  0.000
Cl -4.35514 4.30560 3.17911  0.000
H -5.36800 1.37861 1.18882  0.000
H -5.00152 1.40165 2.86773  0.000
H -4.98324 3.79602 0.96409  0.000
H -3.50977 2.91104 1.35698  0.000


C29H74F30N5O4P5 | ωB97M-V/def2-TZVPD

max |F|: 0.30307 Eh/bohr
energy relative to the best compared isomer or geometry (same formula, charge and spin): 32.952 eV
net charge: 0

Each line ends with the Mulliken charge.
Geometry (Å):
C 0.35658 -2.74316 -0.83478  -1.384
C 0.99556 -1.54599 -0.16458  -2.198
O 1.32268 -1.54819 1.04054  -0.778
N 1.53453 -0.42655 -1.10608  0.397
H 2.51053 -0.26987 -0.89879  1.915
H 1.49268 -0.63616 -2.09320  1.114
C 0.74334 0.92158 -0.70049  0.180
H -0.16044 -3.33650 -0.08062  1.649
H 1.11459 -3.43490 -1.20222  1.068
H -0.29763 -2.30873 -1.59067  -0.101
H 0.82543 1.03577 0.38040  0.030
H -0.30642 0.90804 -0.99363  -1.039
H 1.20416 1.77102 -1.20467  -1.011
C -0.02460 1.12589 -6.22771  -0.953
N 0.96748 2.15149 -5.53167  0.719
C 2.33204 2.12407 -6.23826  -0.815
C 0.45711 3.65193 -5.69421  -0.873
C 0.97855 1.87493 -3.96604  -2.103
C 2.06526 2.55387 -2.99207  0.548
O 2.50354 3.83215 -3.35444  -0.597
H -0.09688 1.31265 -7.29915  0.466
H -1.05806 1.27329 -5.91413  0.345
H 0.34061 0.09996 -6.27439  0.323
H 2.11989 2.20827 -7.30409  0.413
H 2.85783 1.19952 -5.99984  0.242
H 2.90168 3.02209 -5.99914  0.302
H 0.25624 3.78500 -6.75726  0.406
H 1.17373 4.41349 -5.38667  0.306
H -0.45421 3.77165 -5.10834  0.316
H 1.18101 0.80667 -4.04294  0.892
H -0.01278 2.12108 -3.58553  1.438
H 2.84390 1.79125 -2.97732  0.133
H 1.75861 2.71886 -1.95920  0.222
H 3.07113 4.26544 -2.71280  0.446
C 2.62611 4.26352 2.16796  -0.876
N 1.17323 4.03657 1.64751  0.700
C 1.20948 3.20997 0.27486  -2.959
C 0.36044 3.35495 2.77439  -1.198
C 0.54338 5.38002 1.15324  -0.129
C 0.66186 6.50660 2.18083  -1.061
O 0.07555 6.17927 3.39204  -0.450
H 3.14551 4.65624 1.29383  0.465
H 3.15718 3.37460 2.50840  0.065
H 2.52635 5.01733 2.94893  0.410
H 0.18796 3.24663 -0.10363  0.310
H 1.53105 2.21587 0.58543  -0.491
H 1.91235 3.76613 -0.34543  1.092
H -0.59798 3.10936 2.31700  0.128
H 0.41551 3.86899 3.73399  0.492
H 0.94595 2.44349 2.89486  0.244
H -0.49915 5.08959 1.02336  0.237
H 1.04987 5.74505 0.25975  0.168
H 0.30353 7.50389 1.92569  0.536
H 1.71437 6.75159 2.32338  0.314
H -0.53832 6.88988 3.59154  0.331
C -5.02556 -2.84216 -3.21667  -0.776
N -4.20430 -4.12317 -3.02104  0.350
C -4.81247 -4.86287 -1.79070  -0.831
C -4.29734 -5.00123 -4.25098  -0.872
C -2.74439 -3.73268 -2.63870  -2.142
C -2.48100 -2.59331 -1.72092  0.319
O -2.62824 -3.11307 -0.35978  -0.471
H -4.77047 -2.32578 -4.14208  0.398
H -4.91052 -2.15927 -2.37494  0.260
H -6.07402 -3.09219 -3.37891  0.447
H -4.06758 -5.57990 -1.44559  0.317
H -5.82849 -5.18836 -2.01399  0.379
H -4.82329 -4.01643 -1.10403  0.328
H -5.22316 -5.57645 -4.24158  0.316
H -3.42970 -5.64501 -4.10663  0.356
H -4.14001 -4.38753 -5.13795  0.330
H -2.27066 -3.45835 -3.58126  0.359
H -2.24380 -4.67345 -2.40965  0.818
H -3.19377 -1.77562 -1.82791  1.338
H -1.50485 -2.14022 -1.89395  -1.402
H -2.88190 -2.38589 0.21334  -0.082
C -1.44672 -0.70153 8.45643  -1.219
C -0.36902 0.21840 7.81187  -0.603
C 0.45086 -0.60868 6.69629  -0.264
C -0.55514 -1.15193 5.54997  -1.220
N 0.21326 -1.31055 4.20973  1.197
C 1.45387 -2.17233 4.38648  -0.771
C 2.69413 -1.19763 4.36253  -1.268
C 2.33279 -0.22489 3.23267  0.721
C 0.82768 -0.02043 3.55412  -0.535
C -0.73668 -1.90515 3.13385  -0.997
C -2.03165 -1.07213 2.91483  0.568
C -2.73649 -1.34935 1.51553  -0.895
H -2.09910 -0.08351 9.07332  0.377
H -1.22430 -1.60555 9.02333  0.339
H -2.07297 -1.16104 7.69173  0.296
H 0.28069 0.50847 8.63760  0.446
H -0.81740 1.10516 7.36387  0.308
H 1.07576 -1.38711 7.13407  0.511
H 1.09342 0.17944 6.30376  0.009
H -1.36683 -0.48390 5.26186  0.676
H -1.09630 -2.09165 5.66030  0.550
H 1.51083 -2.86902 3.55013  0.436
H 1.36023 -2.82286 5.25605  0.543
H 3.67783 -1.65570 4.25951  0.326
H 2.89984 -0.55193 5.21626  0.304
H 2.43573 -0.69894 2.25657  -0.711
H 2.75526 0.77914 3.19339  0.814
H 0.19978 0.36491 2.75078  -0.592
H 0.78726 0.64958 4.41293  0.822
H -1.02561 -2.94561 3.28240  0.716
H -0.03793 -2.07780 2.31529  -0.171
H -1.73260 -0.02788 3.00544  0.227
H -2.72035 -1.33328 3.71832  0.392
H -2.10112 -1.19686 0.64309  -1.057
H -3.63728 -0.73696 1.55645  0.292
H -3.10442 -2.37161 1.42768  1.043
P -1.23507 -0.12022 -3.00910  1.827
F -2.83820 -0.06800 -3.04312  -0.538
F -1.25816 -1.63624 -3.67515  -0.453
F -1.18037 0.47945 -4.57159  0.020
F 0.40217 -0.21441 -2.91542  -1.130
F -1.19870 1.36793 -2.57860  -0.350
F -1.42460 -0.68394 -1.42707  0.698
P 0.10837 -5.22561 -1.82869  1.703
F 1.18540 -5.79001 -2.90012  -0.418
F 0.12847 -6.77987 -1.22586  -0.421
F 1.23859 -4.79948 -0.72392  -0.401
F -1.03672 -4.80329 -0.79496  -0.386
F 0.25891 -3.73476 -2.48594  -0.508
F -1.02805 -5.57629 -2.84001  -0.398
P 3.44939 -0.91545 -3.04143  1.154
F 2.08180 -0.03908 -3.05811  -0.310
F 3.37513 -0.90780 -4.66066  -0.422
F 4.06335 0.50087 -3.14835  -0.524
F 4.94211 -1.63907 -3.15656  -0.398
F 3.46386 -0.73378 -1.38276  0.028
F 2.63991 -2.36588 -2.86802  -0.401
P -2.00673 2.00406 1.16299  1.235
F -0.41518 2.18064 0.95599  0.739
F -1.99267 3.26253 2.28815  -0.474
F -2.30840 3.02706 -0.05567  -0.442
F -3.61577 1.61888 1.36422  -0.455
F -2.07235 0.78161 0.12963  -0.302
F -1.48573 1.05247 2.42221  -0.120
P 3.55924 1.07784 1.28331  1.485
F 5.01641 1.69945 0.95417  -0.479
F 4.20733 -0.19299 2.17104  -0.396
F 3.18367 1.82851 2.72169  -0.684
F 2.12114 0.33156 1.34852  0.285
F 2.96027 2.35401 0.50854  -0.094
F 3.72777 0.24386 -0.06851  -0.363